Record 1
Below is 10 unconnected molecules or ions with the total composition C36H84O28P4S6 at a distorted geometry, with properties calculated with ωB97M-V with the def2-TZVPD basis set.

```
158
Properties=species:S:1:pos:R:3:forces:R:3:lowdin_charge:R:1
C 4.8710 0.4632 0.9419 1.537 -0.728 -1.058 -0.078
O 5.2218 -0.5365 1.9314 0.941 -0.576 1.501 -0.248
P 6.6738 -0.3674 2.6831 -2.291 1.403 0.178 0.484
O 7.5243 0.5934 1.9517 -0.026 -1.157 1.082 -0.228
O 6.1203 0.1370 4.1267 2.784 2.321 -2.547 -0.223
C 5.3763 -0.7055 4.8726 -1.649 -0.700 1.488 -0.162
O 7.1848 -1.8250 3.1182 -0.538 0.319 -2.029 -0.215
C 8.5259 -1.9781 3.5321 0.890 -0.194 2.142 -0.110
H 5.3307 -0.0221 0.0809 -0.505 0.742 -0.743 0.093
H 5.4155 1.3944 1.0985 -0.256 0.025 0.235 0.076
H 3.8040 0.6151 0.7795 0.083 -0.416 0.576 0.060
H 4.8593 -0.1071 5.6228 0.111 0.018 0.216 0.083
H 6.0394 -1.4074 5.3782 -0.498 -0.557 -0.051 0.093
H 4.5855 -1.0991 4.2340 0.002 -0.875 0.270 0.091
H 9.1757 -2.7215 3.0703 -0.579 0.283 -1.239 0.091
H 8.4626 -2.4131 4.5296 -0.118 0.212 0.358 0.085
H 9.0368 -1.0236 3.6585 0.051 -0.030 -0.388 0.092
C -1.2961 2.5980 0.0618 0.100 -1.543 1.774 -0.067
O 0.0596 2.2255 -0.2211 0.531 0.053 -1.140 -0.228
P 0.7773 0.8083 -0.1195 -0.842 0.379 -2.839 0.328
O 1.8007 0.5663 -1.1728 -1.110 0.338 1.490 -0.230
O -0.4686 -0.1884 -0.0935 0.219 2.045 -0.707 -0.223
C -0.2638 -1.5465 0.0556 -0.342 -1.391 0.388 -0.118
O 1.3114 0.7292 1.3082 0.974 -0.776 2.984 -0.218
C 0.4900 0.6543 2.5407 0.713 1.604 -0.838 0.005
H -1.2245 3.3254 0.8704 -0.275 0.386 -0.378 0.104
H -1.7054 1.6886 0.5017 -0.696 0.172 0.035 0.078
H -1.9642 2.8805 -0.7518 0.889 0.148 -0.398 0.058
H -0.8161 -2.0194 -0.7565 -0.056 -0.376 0.216 0.075
H -0.6698 -1.7838 1.0389 -0.154 -0.637 -0.160 0.082
H 0.7697 -1.8904 0.0150 0.220 0.320 -0.122 0.098
H 0.3929 -0.3504 2.9519 0.025 0.058 -0.483 0.097
H -0.4448 1.1807 2.3478 -0.246 -0.562 0.042 0.085
H 1.0239 1.3148 3.2240 0.039 -0.397 0.200 0.073
C 6.9524 4.3821 5.5870 -0.487 0.967 0.252 -0.076
O 5.8347 3.5529 5.1718 -0.241 -0.532 0.898 -0.232
P 4.5115 3.3911 6.1012 0.589 2.293 1.423 0.531
O 3.8892 4.7160 6.5329 1.374 -3.156 -0.837 -0.269
O 5.0086 2.4155 7.3739 -0.605 0.743 -3.960 -0.220
C 4.3855 2.6314 8.5888 -0.402 0.548 2.263 -0.164
O 3.5827 2.4789 5.1759 1.410 0.062 2.094 -0.199
C 3.2384 2.9611 3.9270 -0.689 0.577 -2.288 -0.144
H 7.7052 4.5341 4.8136 -0.429 -0.738 -0.434 0.087
H 7.4785 4.0342 6.4760 -0.372 -0.376 0.025 0.087
H 6.5627 5.3831 5.7721 -0.058 0.005 0.288 0.083
H 3.4897 3.2487 8.5208 0.216 0.223 -0.030 0.083
H 5.1372 3.0822 9.2368 -0.259 0.448 0.170 0.091
H 4.0942 1.7328 9.1327 0.064 -0.541 -0.644 0.085
H 2.3417 3.5808 3.9308 -0.560 -0.536 0.319 0.102
H 3.1793 2.0800 3.2880 -0.417 0.154 -0.170 0.087
H 3.9053 3.6485 3.4065 0.934 -0.215 0.613 0.072
C -2.4012 5.5839 -1.6856 0.803 0.000 -0.219 -0.048
O -1.2370 5.7481 -2.5793 -0.842 0.802 -0.729 -0.229
P -1.3300 5.2697 -4.1256 -1.077 0.291 0.254 0.485
O -0.2327 5.6454 -5.0452 -0.951 -0.277 1.291 -0.230
O -1.5288 3.6988 -3.8627 0.161 0.148 -0.661 -0.225
C -0.3836 2.8676 -3.6304 0.057 -1.472 0.306 -0.079
O -2.8425 5.7738 -4.6092 3.078 -1.211 2.586 -0.215
C -3.0793 5.8530 -5.9620 -1.415 1.507 -2.352 -0.159
H -2.0300 4.9761 -0.8605 -0.339 -0.300 -0.279 0.063
H -3.2520 5.1839 -2.2373 0.169 -0.247 0.229 0.068
H -2.7251 6.5045 -1.2002 0.415 0.435 -0.584 0.094
H -0.4463 2.3616 -2.6670 -0.147 0.786 0.567 0.065
H 0.5989 3.3311 -3.7193 -0.303 0.363 -0.174 0.095
H -0.4391 1.9644 -4.2380 -0.062 0.503 -0.859 0.063
H -2.2500 5.7689 -6.6643 0.299 -0.999 0.479 0.089
H -3.3722 6.8747 -6.2037 -0.238 0.380 0.330 0.085
H -3.9746 5.2830 -6.2102 0.405 -0.555 -0.155 0.092
O -6.3272 -1.8754 -0.3087 -0.266 0.272 -0.803 -0.333
S -5.5259 -2.5183 -1.3313 0.711 -0.196 0.347 0.725
O -5.0640 -1.8242 -2.5415 -0.860 -0.889 1.155 -0.333
C -4.0816 -3.1543 -0.4689 -0.488 0.538 -0.454 -0.241
C -3.9140 -4.5156 -1.0511 1.274 -0.129 -0.900 -0.259
C -5.2700 -5.1739 -1.0973 0.031 0.303 0.618 -0.201
C -6.2367 -4.2032 -1.7406 -0.106 1.758 -0.331 -0.179
H -4.3212 -3.2231 0.5922 0.036 0.378 -0.179 0.078
H -3.2673 -2.4632 -0.6865 -0.006 -0.028 0.276 0.101
H -3.5563 -4.4499 -2.0786 0.294 0.083 -0.114 0.107
H -3.1256 -5.0125 -0.4857 -0.268 -0.607 0.026 0.094
H -5.6093 -5.1496 -0.0617 -0.112 -1.026 0.213 0.111
H -5.2148 -6.1614 -1.5555 -0.327 0.038 0.243 0.131
H -7.2130 -4.2184 -1.2561 -0.008 0.020 -0.298 0.100
H -6.3264 -4.1212 -2.8238 0.066 -0.625 -0.020 0.102
O -1.5000 -5.8573 -3.0981 1.383 -0.637 2.965 -0.354
S -0.8286 -6.3861 -1.8626 0.403 -1.394 -0.859 0.750
O -1.4894 -7.3830 -1.0012 0.216 1.419 -1.287 -0.363
C 0.8274 -7.1318 -2.3590 0.012 -0.922 1.555 -0.231
C 1.8455 -6.0160 -2.4821 -1.952 1.803 0.251 -0.169
C 1.3792 -4.8890 -1.3849 0.208 -0.818 0.351 -0.171
C -0.0256 -5.1305 -0.7504 -0.276 -0.033 -1.800 -0.220
H 0.7424 -7.9356 -3.0903 -0.310 0.813 -0.861 0.106
H 1.0870 -7.7730 -1.5166 -0.257 0.295 0.701 0.094
H 2.9135 -6.1996 -2.3651 -0.319 -0.525 0.105 0.110
H 1.6634 -5.6324 -3.4860 0.407 0.536 0.004 0.097
H 1.5022 -3.8708 -1.7541 -0.109 -0.155 -0.215 0.088
H 1.9813 -4.9658 -0.4795 0.703 -0.006 -0.401 0.101
H -0.6681 -4.2504 -0.7224 0.035 0.012 -0.178 0.065
H 0.0233 -5.5149 0.2684 -0.149 -0.385 -0.391 0.078
O -2.1208 -1.6389 -6.7290 -0.618 -0.391 -0.406 -0.301
S -1.5956 -1.0374 -5.5464 1.439 2.348 0.386 0.673
O -1.9911 0.3131 -5.1448 0.116 -1.074 -0.473 -0.339
C -1.6845 -2.0756 -4.1398 0.715 -0.252 0.443 -0.230
C -0.3612 -2.8867 -4.2124 -1.260 -0.675 0.608 -0.233
C 0.7904 -1.9158 -4.4329 -0.699 0.715 -0.749 -0.179
C 0.2446 -1.1197 -5.6925 0.430 -0.819 0.706 -0.180
H -2.6024 -2.6627 -4.1087 0.120 -0.009 -0.153 0.112
H -1.6449 -1.3965 -3.2881 -0.161 0.048 0.065 0.096
H -0.3656 -3.4494 -3.2789 0.547 -0.176 -0.054 0.077
H -0.5269 -3.6022 -5.0178 0.489 -0.146 -0.088 0.122
H 1.7715 -2.3170 -4.6870 -0.247 -0.544 -0.171 0.109
H 0.9892 -1.3912 -3.4984 -0.357 0.735 -0.169 0.100
H 0.4175 -1.8309 -6.5002 -0.224 0.116 -0.227 0.092
H 0.7276 -0.1907 -5.9953 -0.348 0.176 0.437 0.101
O -7.5809 1.3309 -3.5958 1.330 2.570 -0.920 -0.366
S -6.4244 2.2504 -3.8533 0.157 -3.819 1.254 0.731
O -6.2714 3.1929 -4.9430 -0.994 -0.045 0.387 -0.336
C -5.9076 2.9373 -2.2752 -0.979 1.761 0.590 -0.218
C -4.4534 2.5355 -2.0348 0.021 2.074 0.560 -0.267
C -4.4212 1.1254 -2.3995 0.345 -1.058 -1.842 -0.214
C -4.9415 1.1746 -3.8874 -0.679 0.633 0.183 -0.190
H -6.6287 2.5507 -1.5549 0.369 -0.640 0.141 0.105
H -6.1612 3.9968 -2.2382 0.464 0.262 -0.390 0.101
H -3.7145 3.0883 -2.6149 -0.431 0.178 -0.767 0.090
H -4.0565 2.7788 -1.0492 -0.776 -0.287 0.610 0.107
H -5.0622 0.5708 -1.7142 0.091 -0.415 -0.407 0.106
H -3.3843 0.7896 -2.3815 -0.107 -0.557 -0.018 0.111
H -5.1338 0.2642 -4.4551 -0.043 -0.002 0.393 0.102
H -4.4174 1.8939 -4.5168 1.246 -0.579 0.176 0.082
O 0.8347 6.0763 1.0730 -0.731 -0.449 2.125 -0.299
S 1.8385 6.3190 0.1041 -0.587 1.587 -4.679 0.637
O 1.6174 7.4733 -0.7860 0.857 -0.712 1.747 -0.331
C 3.4694 6.1113 0.7270 0.229 2.186 -0.733 -0.253
C 3.6746 4.6448 0.6991 -0.912 -1.452 1.752 -0.222
C 3.1075 4.0015 -0.6301 -0.966 1.420 1.022 -0.120
C 1.9390 4.9548 -0.9896 0.027 0.295 -1.627 -0.251
H 3.4101 6.7929 1.5756 0.634 -0.869 0.889 0.116
H 4.2001 6.5637 0.0566 -0.330 0.383 -0.347 0.119
H 4.6201 4.3984 1.1822 0.495 -0.326 -1.043 0.116
H 2.9966 4.2471 1.4543 -0.319 -0.175 0.177 0.086
H 2.6253 3.0602 -0.3663 0.916 -0.361 -0.489 0.076
H 3.7770 4.0550 -1.4886 0.160 -0.758 0.356 0.118
H 0.9026 4.6887 -1.1973 0.008 -1.056 0.678 0.086
H 2.1327 5.4226 -1.9548 0.436 0.253 0.053 0.104
O -2.8437 -2.9587 2.2628 0.978 2.063 -0.336 -0.327
S -2.3536 -4.2040 2.7402 -4.132 -2.077 2.877 0.676
O -1.4732 -5.0354 1.9970 2.136 -0.014 -0.414 -0.311
C -2.0901 -4.2539 4.6479 2.174 -0.068 -1.479 -0.183
C -3.1263 -5.1729 5.2153 -0.926 1.611 0.401 -0.248
C -3.6378 -6.1016 4.1619 -0.703 -0.176 -2.140 -0.197
C -3.8358 -5.2586 2.8558 0.500 0.023 0.368 -0.214
H -2.1353 -3.2423 5.0511 0.178 -0.088 -0.255 0.101
H -1.1091 -4.7106 4.7794 0.314 0.426 -0.130 0.096
H -2.8247 -5.6250 6.1602 0.187 -0.176 -0.234 0.127
H -3.8644 -4.4117 5.4681 -0.930 -0.647 0.283 0.119
H -4.6175 -6.5175 4.3972 0.276 -0.306 0.270 0.117
H -2.9226 -6.8834 3.9062 -0.060 -0.214 0.336 0.120
H -4.7790 -4.7124 2.8420 0.241 0.446 0.384 0.106
H -3.7737 -5.7306 1.8752 -0.081 -0.779 0.300 0.088
```
Positions in Å, forces in eV/Å.

Values from the calculation:
SMILES: COP(=O)(OC)OC.COP(=O)(OC)OC.COP(=O)(OC)OC.COP(=O)(OC)OC.O=S1(=O)CCCC1.O=S1(=O)CCCC1.O=S1(=O)CCCC1.O=S1(=O)CCCC1.O=S1(=O)CCCC1.O=S1(=O)CCCC1


Record 2
Below is 6 unconnected molecules or ions with the total composition C36H85N at a distorted geometry, with properties calculated with ωB97M-V with the def2-TZVPD basis set.

```
122
Properties=species:S:1:pos:R:3:forces:R:3:lowdin_charge:R:1
C 2.3890 2.5756 0.4425 3.128 -4.823 0.273 -0.095
C 3.5871 3.1853 1.1440 -10.148 7.412 -3.495 -0.191
N 3.1719 3.7794 2.4793 -1.943 -0.457 -0.941 -0.167
C 2.2758 2.8504 3.3262 0.134 -0.022 -7.725 -0.217
C 2.8911 1.4798 3.5388 -2.024 0.022 1.552 -0.072
C 4.3469 4.1981 3.1406 -1.295 3.268 -1.904 -0.297
C 3.9927 5.2623 4.1874 2.453 -4.190 2.925 -0.075
H 1.5221 2.9552 0.1697 -3.492 4.145 -1.017 -0.006
H 1.9123 1.8484 1.0711 0.257 -1.285 0.418 0.027
H 2.6100 2.0473 -0.5265 0.589 0.164 0.935 0.095
H 3.9238 3.7882 0.1959 0.015 0.736 2.583 0.156
H 4.2946 2.6672 1.3419 8.538 -7.594 1.830 -0.010
H 1.2054 2.9799 2.7362 2.494 -1.438 0.802 0.161
H 1.8568 3.1685 4.1649 -0.362 2.428 4.166 0.036
H 2.9828 0.7966 2.6723 -0.045 0.489 0.742 0.059
H 2.1703 1.1735 4.3402 0.358 -1.210 -0.913 0.088
H 3.7673 1.5654 4.1735 0.663 0.048 -0.532 0.068
H 4.8931 4.6668 2.2533 0.197 -0.407 1.658 0.140
H 4.8709 3.3777 3.5585 1.126 -0.687 0.729 0.092
H 3.3448 6.0329 4.2044 -1.383 3.567 -2.320 0.018
H 5.0051 5.4621 4.6046 -1.033 0.576 0.549 0.081
H 3.2839 4.8281 4.9869 1.780 -0.768 -0.342 0.091
C -1.1974 2.0235 0.1626 1.339 -0.716 -1.353 -0.114
C -1.2265 2.0986 -1.4422 3.857 0.018 1.879 -0.304
C -2.1317 3.1815 -1.9251 -1.342 -0.595 0.001 -0.249
C -2.0093 3.3468 -3.4608 -3.134 -3.427 0.692 -0.186
C -3.0547 2.2546 -4.1091 -0.583 2.042 2.647 -0.254
C -3.3514 2.6380 -5.5514 -0.878 1.955 2.284 -0.126
H -0.6065 1.0570 0.5105 -0.933 2.259 -0.519 0.090
H -2.2258 1.9072 0.5161 0.123 0.243 0.152 0.036
H -0.7374 3.0274 0.4912 -0.684 -1.797 0.022 0.086
H -1.4471 1.1804 -1.8967 -0.825 -1.598 -0.293 0.049
H -0.0255 2.1450 -1.7994 -3.024 0.679 0.796 0.161
H -1.8121 4.0980 -1.4451 -0.422 0.375 0.340 0.091
H -3.3415 2.8463 -1.5224 3.566 1.320 -1.396 0.192
H -1.0545 3.2912 -3.9451 0.832 -0.455 0.349 0.102
H -2.4125 4.2484 -3.7482 -0.927 2.312 -0.565 0.055
H -4.0797 2.4093 -3.5644 1.748 0.098 -0.686 0.111
H -2.8188 1.2450 -3.6851 0.268 0.401 -1.501 0.092
H -3.9735 1.8814 -5.9228 -1.927 -0.337 -0.868 0.042
H -2.5387 2.5534 -6.1656 2.543 0.210 -1.502 0.025
H -3.7014 3.7989 -5.5272 0.345 -3.088 -0.431 0.140
C -8.0139 -1.4580 -3.3264 3.635 0.188 5.775 -0.102
C -7.2300 -0.1877 -2.9659 1.236 -0.195 0.209 -0.276
C -6.2334 -0.4197 -1.7450 -2.958 3.045 2.370 -0.281
C -4.9652 -1.1726 -1.9879 0.151 -2.164 0.259 -0.243
C -3.8325 -1.1391 -0.7990 -5.065 -1.515 1.739 -0.246
C -2.6173 -1.9371 -1.2122 -3.083 -1.685 3.136 -0.106
H -7.3048 -2.2556 -3.5492 -0.454 -0.194 0.016 0.076
H -8.6527 -1.2576 -4.0224 -3.802 0.778 -4.485 -0.005
H -8.5608 -1.5831 -2.3634 0.081 -0.963 -0.775 0.087
H -7.9452 0.6714 -2.7672 1.045 -0.966 -0.155 0.119
H -6.5559 0.0427 -3.8031 -0.336 0.503 -0.051 0.088
H -6.9724 -0.8371 -0.8245 2.339 0.922 -2.146 0.159
H -5.9382 0.6968 -1.4580 -0.552 -2.177 -0.133 0.124
H -4.5567 -0.7795 -2.9347 0.193 -0.190 0.267 0.094
H -5.3447 -2.2854 -2.2217 1.464 2.014 0.572 0.145
H -4.4281 -1.6776 0.1106 1.379 0.520 -2.002 0.126
H -3.8342 -0.1895 -0.2322 0.932 0.304 -1.286 0.082
H -1.8487 -1.8124 -0.5099 1.542 0.222 0.475 0.038
H -2.4911 -1.6787 -2.1690 1.662 0.827 -3.645 0.018
H -2.9690 -3.0063 -1.1759 0.654 0.848 -0.184 0.104
C 2.4303 -0.7999 -3.3656 4.416 3.586 -1.862 -0.079
C 3.6018 -1.1633 -2.5106 -0.637 5.913 -0.303 -0.259
C 4.7594 -0.1133 -2.5640 -0.154 -1.446 -3.230 -0.219
C 6.0005 -0.6244 -1.9678 1.108 -1.586 3.179 -0.258
C 7.1904 0.3346 -1.9704 -3.465 2.521 -0.571 -0.215
C 6.9188 1.6629 -1.0982 -0.847 0.178 -2.593 -0.083
H 2.6821 -0.7149 -4.4526 -0.321 -0.540 0.735 0.097
H 2.4300 0.2423 -3.0401 -1.859 0.209 -0.218 0.072
H 1.6986 -1.4302 -3.1400 -3.789 -1.971 0.599 0.021
H 3.9158 -2.0335 -2.6511 3.475 -7.524 -2.554 0.023
H 3.1520 -1.4522 -1.6090 -0.320 1.169 2.577 0.081
H 4.3802 0.7730 -2.1701 -0.233 1.739 0.950 0.070
H 5.1441 0.1470 -3.6370 -1.620 -0.473 1.139 0.157
H 6.2332 -1.6545 -2.3943 -0.137 1.265 0.534 0.136
H 5.6791 -0.7507 -0.8712 0.965 -0.425 -1.056 0.134
H 7.6163 0.4957 -2.9755 -1.374 0.958 -0.514 0.112
H 8.1162 0.1362 -1.6563 3.210 -2.582 2.579 0.041
H 6.1485 2.3892 -1.4355 -0.228 -0.959 -0.217 0.064
H 7.7617 2.2506 -1.3340 1.465 0.793 0.447 0.038
H 6.7578 1.6018 -0.0376 0.287 -0.805 0.451 0.057
C 1.8296 -7.4843 -0.3892 -0.908 -1.228 -2.151 -0.156
C 2.2321 -5.9782 -0.5860 -1.468 -1.546 1.786 -0.271
C 1.4019 -5.1521 0.4159 3.233 1.224 0.818 -0.229
C 1.9389 -3.6698 0.2506 -1.320 -0.620 5.478 -0.205
C 1.1439 -2.7277 1.2395 -0.258 -0.980 -1.051 -0.246
C 1.5285 -1.2516 1.1134 1.600 -2.518 -3.183 -0.106
H 2.5792 -8.0720 -0.9837 -0.992 0.173 0.089 0.058
H 0.7214 -7.7134 -0.8037 2.575 0.564 0.776 0.110
H 1.8769 -8.0085 0.5854 0.025 1.160 0.016 0.059
H 1.8009 -5.6393 -1.5638 1.595 -0.453 0.278 0.116
H 3.3587 -5.9103 -0.2916 -1.997 0.418 -1.270 0.142
H 1.7330 -5.4892 1.4050 -0.244 0.023 0.150 0.103
H 0.3157 -5.2823 0.4214 0.156 0.275 -0.659 0.113
H 1.8339 -3.4412 -0.6931 -0.977 1.611 -5.179 0.025
H 3.0052 -3.4433 0.4471 -0.254 -1.009 0.238 0.124
H 1.4358 -3.1712 2.1552 0.083 -0.055 1.508 0.078
H 0.0252 -2.9640 1.1474 1.380 0.799 -0.057 0.116
H 1.0825 -1.0297 0.0926 1.880 0.183 0.216 0.096
H 2.6017 -0.9699 1.3967 -1.337 -0.683 -1.212 0.102
H 0.9566 -0.5874 1.5632 -2.843 2.687 3.358 -0.033
C -2.7667 -3.5010 3.5535 -9.048 4.082 0.760 -0.053
C -3.1490 -2.3096 2.5764 -0.158 0.727 1.026 -0.242
C -2.4196 -0.9355 2.6501 1.831 -0.370 3.526 -0.206
C -2.8912 -0.1349 3.8770 -3.497 2.314 0.905 -0.252
C -2.1203 1.1841 3.9218 -2.238 0.402 0.610 -0.277
C -2.2632 2.1658 5.1121 -5.719 -5.123 -2.052 -0.044
H -1.8393 -3.5957 3.4548 7.660 -2.336 -1.230 -0.025
H -3.5971 -4.2434 3.4090 1.664 0.121 0.253 0.106
H -2.8679 -2.9943 4.4970 -0.333 -0.540 1.125 0.053
H -4.2322 -1.9809 2.6979 1.102 -1.038 -0.560 0.127
H -2.8906 -2.7953 1.6855 -0.490 -0.057 -2.140 0.049
H -2.6126 -0.2888 1.8227 0.227 -0.026 -1.052 0.062
H -1.2173 -0.9030 2.9777 -2.721 -0.805 -1.700 0.170
H -2.8976 -0.7533 4.7939 0.440 0.438 -0.249 0.104
H -4.0091 0.4064 3.9147 1.949 -2.291 -0.736 0.164
H -2.2164 1.5834 2.9179 -0.790 0.920 -0.020 0.092
H -1.1846 0.8775 3.8202 4.898 -1.004 0.306 0.029
H -1.8017 1.7976 5.9407 0.851 -1.061 2.562 0.045
H -3.3709 2.4340 5.2283 1.232 -0.890 0.479 0.110
H -1.9283 3.0219 4.8894 3.255 6.499 -1.817 -0.019
```
Positions in Å, forces in eV/Å.

Values from the calculation:
SMILES: CCN(CC)CC.CCCCCC.CCCCCC.CCCCCC.CCCCCC.CCCCCC


Calculated E_LUMO (eV), listed in the same order as above: -0.3855, 0.7579
Calculated E_HOMO (eV), listed in the same order as above: -9.3, -8.2